Entry 1:
Formula: C8H8I2N5O4W
Source: OMol25
Level of theory: the ωB97M-V functional and the def2-TZVPD basis

Properties
total charge = +3
Kohn-Sham gap (alpha / beta) = 6.9097 / 6.9086 eV
lowest unoccupied orbital energy (alpha / beta) = -0.52036 / -0.52039 Eh
molar mass = 675.83 g mol⁻¹
strongest force on any atom = 4.5 eV/Å

Geometry (Å):
W1 -0.633502 -0.425898 -0.228079
I1 1.804811 0.631455 -2.202262
I2 1.005812 -2.679298 -1.250963
O1 -2.155756 -0.553637 0.528667
O2 1.783602 -2.448124 4.618448
O3 -1.565147 -0.496514 -2.258971
O4 1.760863 -0.463409 3.464275
N1 -2.079773 3.842847 -1.329851
N2 0.487144 -1.037283 1.650737
N3 0.119753 1.310537 0.651628
N4 -3.910939 0.891372 -4.395242
N5 -1.818510 0.633316 -1.781538
C1 1.587784 -1.312063 -2.742701
C2 -2.335071 2.841828 -1.851257
C3 1.166739 -0.130848 2.224022
C4 0.583558 -2.180316 2.581890
C5 1.209495 1.246071 1.695028
C6 1.440357 -1.816564 3.718270
C7 -3.210132 1.305956 -3.592728
C8 -2.366428 1.574357 -2.464143
H1 1.164079 2.092763 2.302403
H2 1.040979 -2.982702 1.916937
H3 0.326327 2.107064 0.057863
H4 2.590622 -1.535365 -3.099164
H5 0.963427 -1.310304 -3.554208
H6 -0.676533 1.772027 1.196110
H7 2.171402 1.454923 1.249047
H8 -0.454965 -2.332192 2.895781

Forces on the atoms, in the same order (eV/Å):
-3.7 -0.7 -0.8
-0.4 1.6 1.1
-0.9 0.4 0.2
3.4 -0.5 -1.4
0.5 -0.2 1.0
1.4 -3.4 1.8
-0.8 2.3 -3.1
-0.3 -0.9 -0.3
-0.3 0.9 -0.9
-1.5 2.4 1.9
-0.5 -0.1 -0.7
1.4 1.6 0.3
2.3 -0.7 0.3
0.6 1.9 0.8
1.5 0.7 4.2
-1.5 -2.4 -3.2
0.9 -1.1 -1.6
-0.1 0.2 -0.7
1.2 -0.2 0.8
-1.6 0.5 0.3
-0.7 0.9 1.9
-0.8 0.2 1.6
0.3 0.0 -0.8
0.0 -0.8 0.2
-1.9 -0.5 -1.8
0.5 -0.9 -0.6
0.5 -0.4 -0.7
0.3 -0.9 0.1

=====

Entry 2:
Formula: C2H5N3OS
Source: OMol25
Level of theory: the ωB97M-V functional and the def2-TZVPD basis

Properties
total charge = 0
Kohn-Sham gap = 10.0605 eV
lowest unoccupied orbital energy = 0.02136 Eh
molar mass = 119.15 g mol⁻¹
SMILES = [H]/N=C\NS/C=N\O
strongest force on any atom = 5.8 eV/Å

Geometry (Å):
S1 -0.324058 -0.057637 -0.905500
O1 -2.893608 0.703060 -0.546484
N1 1.183954 -0.772301 -0.370923
N2 -2.612810 -0.020680 0.636225
N3 2.478982 1.242919 0.090603
C1 -1.372337 -0.228369 0.551611
C2 2.256058 -0.022777 0.094972
H1 -3.955145 0.458792 -0.605827
H2 1.675661 1.916270 -0.145424
H3 3.137337 -0.709995 0.573418
H4 1.305525 -1.736805 -0.711577
H5 -0.879562 -0.772480 1.338906

Forces on the atoms, in the same order (eV/Å):
0.6 0.1 0.5
-5.6 -1.2 -0.3
-1.9 -0.2 -0.3
1.2 0.9 -0.7
-1.6 -0.4 0.5
1.4 -1.6 0.3
2.4 0.3 0.6
4.0 1.4 -0.3
1.3 -1.8 0.0
-2.1 1.5 -1.5
0.2 0.9 0.6
0.1 0.0 0.4

=====

Entry 3:
Formula: C15H33N3O4
Source: OMol25
Level of theory: the ωB97M-V functional and the def2-TZVPD basis

Properties
total charge = 0
Kohn-Sham gap = 9.4216 eV
lowest unoccupied orbital energy = 0.01553 Eh
molar mass = 319.45 g mol⁻¹
SMILES = CC(C)C[C@H](N)[C@@H](O)C(C)(C)O.CNC(=O)[C@H](C)NC(C)=O
strongest force on any atom = 2.0 eV/Å

Geometry (Å):
O1 3.379087 0.143443 3.301496
O2 -3.463499 2.125314 0.558032
O3 2.314567 -4.667748 0.845024
O4 -2.197344 4.481887 0.267302
N1 -0.712695 1.961243 -0.150171
N2 2.723947 -3.762542 2.857047
N3 2.273398 -1.139910 1.893288
C1 -2.038229 0.163484 -1.166065
C2 -2.920554 4.021824 -0.871000
C3 4.765444 -1.198423 1.935804
C4 3.417538 -0.691795 2.414015
C5 3.100041 -5.002953 3.533367
C6 -2.203220 4.522849 -2.130928
C7 -3.052788 2.468782 -0.785434
C8 -0.186459 -0.386989 -2.850874
C9 2.020021 -2.279363 0.994733
C10 2.378246 -3.675037 1.563934
C11 -1.760272 1.680715 -1.140731
C12 2.588913 -2.003106 -0.407243
C13 -4.314606 4.659084 -0.809098
C14 -0.803463 -0.709105 -1.482716
C15 -1.208412 -2.187814 -1.443821
H1 -4.918637 4.344221 -1.665268
H2 -1.146695 4.240286 -2.115196
H3 3.880985 -5.513451 2.965097
H4 3.668408 -2.143116 -0.418443
H5 2.232985 -5.662677 3.603123
H6 3.470864 -4.787005 4.536773
H7 -2.666667 4.103457 -3.028994
H8 2.349783 -0.986481 -0.721404
H9 -4.834033 4.364224 0.107810
H10 -3.832388 2.158016 -1.488874
H11 -1.419945 1.985195 -2.134466
H12 -4.237156 5.750593 -0.822104
H13 -3.588578 1.163198 0.630543
H14 -1.617504 -2.446385 -0.462157
H15 -0.497124 2.962731 -0.155432
H16 -1.966876 -2.400091 -2.204243
H17 1.461194 -0.644210 2.226198
H18 5.531596 -0.862503 2.633375
H19 0.937068 -2.311186 0.870490
H20 0.231575 0.623795 -2.859726
H21 -0.044538 -0.539173 -0.713099
H22 -2.426850 -0.143923 -0.190487
H23 0.625594 -1.085671 -3.075630
H24 -2.256094 5.614181 -2.191385
H25 4.973349 -0.773008 0.956249
H26 -2.814890 -0.037034 -1.911286
H27 4.784911 -2.282958 1.881893
H28 2.734399 -2.908428 3.394296
H29 2.150608 -2.703828 -1.118647
H30 -1.031409 1.690988 0.778676
H31 -0.939955 -0.463386 -3.641058
H32 -2.552495 3.998294 1.037853
H33 -0.341147 -2.828501 -1.630438

Forces on the atoms, in the same order (eV/Å):
0.0 0.4 0.2
-0.1 0.2 -0.3
0.0 0.6 0.1
0.2 -0.1 0.3
0.5 0.0 -0.6
0.2 0.7 0.9
-1.3 -1.3 -0.8
0.6 0.4 -0.3
-0.6 0.1 0.4
-0.3 -0.1 0.0
1.4 0.6 0.9
-0.2 0.0 -0.5
0.1 -0.4 0.3
0.3 -0.5 -0.5
0.0 0.2 0.4
0.2 0.7 -0.1
0.1 -0.7 -0.8
-0.2 0.0 1.0
0.0 -0.7 0.1
-0.2 -0.2 -0.1
-0.3 -0.2 -0.3
0.1 0.2 0.2
0.0 0.0 0.1
-0.1 0.0 0.0
-0.1 0.0 0.1
0.0 0.0 -0.1
0.1 -0.1 0.0
-0.1 0.1 -0.2
0.0 0.0 0.1
0.0 0.0 0.1
0.1 0.0 -0.1
-0.1 0.1 0.0
0.0 0.0 0.1
0.1 -0.2 0.0
0.0 0.6 -0.2
0.0 -0.1 -0.1
-0.2 -0.5 0.3
0.1 0.0 0.1
0.1 0.0 0.1
-0.2 0.0 0.0
-0.1 0.0 0.1
0.0 -0.1 -0.1
-0.1 0.1 0.0
0.0 -0.1 0.0
-0.1 0.1 0.0
-0.1 -0.2 0.1
0.1 -0.1 -0.1
0.0 -0.1 0.0
0.1 -0.1 -0.2
0.0 -0.1 0.0
0.1 0.0 0.0
0.0 0.3 -0.2
0.1 0.0 0.0
0.2 0.3 -0.4
-0.1 0.0 0.0

=====

Entry 4:
Formula: C20H38Br2Cl6O4
Source: OMol25
Level of theory: the ωB97M-V functional and the def2-TZVPD basis

Properties
total charge = 0
Kohn-Sham gap = 9.6548 eV
lowest unoccupied orbital energy = 0.00718 Eh
molar mass = 715.05 g mol⁻¹
SMILES = ClC(Cl)Cl.ClC(Cl)Cl.C1CCOC1.C1CCOC1.C1CCOC1.C1CCOC1.BrCCBr
strongest force on any atom = 3.2 eV/Å

Geometry (Å):
Br1 -9.566760 16.269660 -1.077910
Br2 -13.954810 15.332490 -2.656560
Cl1 -17.249800 20.471380 -0.567110
Cl2 -12.202350 11.895870 -3.029280
Cl3 -13.622470 12.233580 -0.524010
Cl4 -15.277450 20.359980 -2.723400
Cl5 -16.296330 17.953890 -1.423910
Cl6 -15.239100 11.376220 -2.827030
O1 -14.837850 14.749990 1.848730
O2 -9.441970 18.838900 3.262260
O3 -14.425850 15.298390 6.445540
O4 -20.322440 18.940140 3.365500
C1 -16.874270 15.500350 1.236470
C2 -21.698330 19.314090 3.578030
C3 -16.226490 16.626080 1.913880
C4 -13.826010 16.588490 6.495520
C5 -21.440390 16.951640 3.191320
C6 -20.135120 17.583210 3.659870
C7 -9.213470 16.537430 3.332380
C8 -10.412460 18.449820 4.247870
C9 -15.691440 14.659870 0.676070
C10 -22.502720 18.061810 3.370400
C11 -14.966860 15.966320 2.542490
C12 -16.336990 16.660810 6.547440
C13 -10.509320 16.904670 3.986380
C14 -12.010350 15.233020 -2.240880
C15 -9.024410 17.762170 2.454920
C16 -15.830380 15.241080 6.764350
C17 -15.032940 17.449040 6.160160
C18 -15.830440 19.619360 -1.241270
C19 -13.585630 11.237900 -1.991930
C20 -11.450890 16.559710 -1.706640
H1 -23.118850 17.992360 2.473930
H2 -8.375270 16.525820 4.029070
H3 -15.236500 15.156710 -0.180830
H4 -15.076160 17.896380 5.167130
H5 -13.003040 16.706010 5.790540
H6 -11.418950 18.852480 4.134030
H7 -16.862760 17.050410 7.419150
H8 -17.421700 14.993290 2.031030
H9 -23.127060 17.784180 4.219660
H10 -11.504000 14.811810 -3.109380
H11 -21.905910 20.066050 2.816740
H12 -9.189110 15.640010 2.714190
H13 -15.816810 13.608050 0.419040
H14 -12.084330 16.922150 -0.897010
H15 -17.537620 15.833000 0.438090
H16 -19.955990 17.424270 4.723240
H17 -14.954990 19.714770 -0.598950
H18 -11.366950 17.362620 -2.439020
H19 -14.188890 16.729390 2.517990
H20 -19.200860 17.269370 3.194280
H21 -10.555410 16.320890 4.905710
H22 -11.844120 14.564720 -1.395990
H23 -16.031890 17.417450 1.190030
H24 -15.829000 14.952610 7.815490
H25 -14.901640 18.340910 6.772890
H26 -21.803310 19.739130 4.576240
H27 -16.843540 17.123060 2.662450
H28 -9.491100 17.739760 1.470140
H29 -21.674730 16.059300 3.771760
H30 -11.336860 16.587630 3.351750
H31 -10.157790 18.521270 5.305290
H32 -21.236510 16.622620 2.172360
H33 -17.119170 16.558520 5.795230
H34 -13.370340 10.245110 -1.596820
H35 -15.273200 15.675130 3.547210
H36 -13.330590 16.854690 7.429220
H37 -7.953400 17.902330 2.308690
H38 -16.254920 14.450410 6.145710

Forces on the atoms, in the same order (eV/Å):
-1.1 0.1 -0.3
1.1 0.1 0.1
0.5 0.2 0.0
-1.4 -1.1 0.6
-0.1 -0.1 -0.1
-0.1 0.1 -0.6
0.2 -0.5 -0.3
1.9 -0.4 0.6
1.7 -1.0 -0.9
-0.8 1.6 0.9
1.4 -1.3 -0.4
0.1 1.1 -0.1
-1.0 -1.3 -1.3
0.9 0.2 -0.6
0.9 1.5 0.4
-1.6 -0.4 -0.8
1.0 -0.8 0.3
-0.3 0.2 0.5
0.5 0.6 -1.3
-0.3 -3.0 -1.0
-0.3 1.5 1.9
-0.1 -1.8 -0.3
-2.5 0.6 -0.2
0.1 -0.3 -0.4
-0.4 -0.8 1.1
0.4 0.3 0.8
1.3 -0.1 0.4
2.0 0.6 0.9
-0.7 1.9 0.8
-0.1 0.5 0.5
-0.2 1.5 -0.2
0.0 0.1 -0.7
-0.2 0.7 0.1
-0.1 -0.2 0.2
0.0 0.1 0.0
0.1 -0.7 -0.3
-0.3 -0.5 -0.6
0.2 0.6 -0.4
0.4 0.1 0.1
-0.2 -0.7 -0.5
-0.1 0.3 0.0
-0.1 0.4 0.0
-0.1 0.2 0.2
-0.3 -0.2 0.3
-0.4 0.2 0.4
0.4 -0.2 0.2
-0.3 -0.1 0.1
-0.2 0.1 0.5
-0.6 -0.2 0.4
0.0 -0.2 -0.1
0.8 -0.7 0.0
-0.3 -0.2 -0.5
-0.5 0.2 0.2
-0.6 -0.4 -0.3
0.6 0.0 0.0
-0.6 -0.2 0.1
-0.6 0.2 0.2
-0.1 0.0 0.1
-0.1 -0.2 0.2
-0.4 -0.1 0.1
-0.1 0.0 0.0
-0.2 0.3 0.0
0.8 0.8 -0.2
-0.6 0.2 -0.2
0.3 0.7 -0.5
-0.2 0.0 -0.9
0.7 0.3 0.4
-0.6 -0.3 0.7
0.1 0.2 -0.4
-0.1 0.2 0.0

=====

Which value of molar mass does entry 4 give?
715.05 g mol⁻¹

=====

Among the records above, which one has the lowest molar mass?
C2H5N3OS

=====

Which value of total charge does entry 2 give?
0

=====

Number 3 is which compound?
C15H33N3O4